[1]
C14H38F2O14 | ωB97M-V/def2-TZVPD

Summary:
SMILES	O=C1OC[C@@H](F)O1.O=C1OC[C@@H](F)O1.CO.CO.CO.CO.CO.CO.CO.CO
lowest unoccupied orbital energy	-0.1	eV
energy	-49228.410	eV
energy above the lowest of the compared OMol25 structures with the same formula, charge and spin	0.4374	eV

```
68
Properties=species:S:1:pos:R:3:forces:R:3:lowdin_charge:R:1
H -7.8442 -2.6145 4.1067 -0.9 -0.2 -0.2 0.071
O 1.5685 -0.4551 -0.0966 -0.5 1.9 -3.3 0.179
H -7.2171 3.1643 -0.4500 -0.1 0.7 0.2 0.070
H -0.7170 2.8640 10.0244 -0.1 -0.1 -0.2 0.131
H -0.1593 0.1170 1.9130 -0.9 0.1 0.1 0.149
O -0.4945 -4.1425 -6.6906 0.3 0.3 -0.2 -0.132
H -0.0632 -3.5559 -8.6055 0.3 0.0 0.2 0.077
C 1.4001 5.7213 1.7517 0.5 -0.5 -0.6 -0.175
H 5.2419 2.6306 -5.0799 0.5 -0.1 0.0 0.074
C -5.5859 -2.6804 -3.4401 0.9 -0.4 -0.9 -0.149
H 1.5237 -7.8011 -0.2479 -0.5 -0.3 -0.3 0.070
H 2.5365 -6.4720 -0.1970 0.2 0.6 -0.4 0.072
H -7.9660 -1.9759 2.4608 0.6 0.4 0.0 0.084
H 1.4153 7.4738 2.5477 0.0 0.2 0.0 0.070
H -5.9821 -3.3960 -4.1605 -0.1 -0.4 0.3 0.071
O -4.5893 -1.8991 -4.1261 -0.8 0.8 0.4 -0.137
H 4.2395 3.2003 -6.2952 -0.5 -0.3 -0.4 0.077
O 2.5497 2.6148 7.9752 -2.4 0.8 0.0 0.161
H -6.0138 1.9742 -0.2830 0.4 -0.1 -0.2 0.070
C -0.7485 3.6215 7.8637 -0.5 -2.2 4.0 -0.328
H 2.1808 5.3176 2.3963 0.1 0.2 0.2 0.073
C 0.1843 -0.4637 -0.1083 -0.9 -0.3 0.5 -0.300
O 0.3826 2.9484 7.3718 -1.8 -0.5 -2.7 0.152
O 1.0192 3.6864 9.2772 1.4 -0.1 1.2 0.046
H -5.1027 -3.1726 -2.5961 -0.4 -0.2 0.1 0.071
H -1.0030 -1.4495 1.4096 0.2 0.1 0.4 0.145
C -0.3858 3.7083 9.4197 0.1 -0.1 -1.7 -0.037
H -0.1533 -1.3103 -0.7061 -0.2 0.6 -0.9 0.175
H 0.0765 -6.2503 -0.5533 -0.2 0.2 -0.1 0.063
F -0.8913 4.8315 7.4302 0.3 2.7 -1.8 0.124
H -3.8524 -2.4398 -4.4195 -0.2 -0.3 0.1 0.069
H 9.4041 1.4293 -2.0081 0.0 0.2 -0.3 0.073
H 5.3095 1.6267 -7.7358 -0.2 0.0 0.1 0.077
O 9.8697 0.2560 -3.7299 -0.3 0.3 0.9 -0.117
H 9.0498 0.5477 -4.1353 0.1 0.0 -0.4 0.067
H -0.4437 -5.2510 -8.4174 -0.1 -0.1 -0.2 0.067
O 0.7240 -6.1096 -1.2479 0.7 -0.7 0.4 -0.126
C 4.7269 2.2797 -5.9742 0.1 0.8 1.3 -0.195
C 1.8283 -6.9581 -0.8681 -0.1 -0.1 0.5 -0.156
O -6.3541 -1.3965 3.7372 0.6 1.2 -0.8 -0.126
O 1.0405 -1.4249 1.7462 0.8 -1.8 1.2 0.093
H -0.6858 4.6437 9.8919 0.0 0.0 -0.3 0.135
H -0.0978 -4.6663 -5.9907 0.1 -0.1 -0.2 0.067
O 5.6840 1.8150 -6.8722 0.6 -0.4 -0.4 -0.109
O -6.0195 3.2580 1.3221 -0.3 0.2 -0.3 -0.127
C -6.2021 3.0279 -0.0768 0.4 -0.9 0.3 -0.159
C 9.6124 0.4088 -2.3293 0.3 -0.5 0.4 -0.168
C 0.1022 -4.4228 -7.9657 -0.9 -0.6 0.2 -0.154
C -0.1240 -0.8087 1.3387 -1.0 1.5 -0.2 -0.080
H -5.7562 -1.8438 4.3405 -0.1 -0.1 -0.1 0.075
O 3.1994 -1.3490 1.0520 -1.6 -0.1 0.2 0.160
O 1.4233 7.1408 1.6474 -0.2 -0.6 0.3 -0.114
H -1.6949 3.1095 7.6899 0.5 -0.6 -0.4 0.167
H 0.4618 5.2610 2.0613 -0.3 0.4 0.1 0.070
F -0.3007 0.7545 -0.4952 0.3 -0.9 0.0 0.084
H -6.7804 -3.2658 2.9712 0.1 0.1 -0.8 0.074
H -6.2139 2.4452 1.7944 -0.1 0.0 0.0 0.066
C 1.4251 3.0295 8.1581 2.5 0.1 1.8 -0.552
H -6.4489 -2.1047 -3.1057 0.5 0.5 0.0 0.075
H 8.7967 -0.2320 -1.9943 -0.3 0.0 -0.1 0.072
H 4.0560 1.5265 -5.5610 -0.4 -0.1 -0.6 0.076
H 1.6214 5.3177 0.7637 -0.1 0.2 -0.1 0.076
H 2.3416 -7.3586 -1.7423 -0.1 0.3 0.0 0.077
C 2.0236 -1.1100 0.9058 3.8 -1.2 2.0 -0.606
H -5.4654 3.6319 -0.6065 -0.3 0.0 -0.1 0.079
C -7.2720 -2.3266 3.2247 -0.3 -1.4 1.8 -0.177
H 10.4669 0.0696 -1.7438 0.3 0.0 -0.4 0.074
H 1.1428 -4.7459 -7.9369 0.1 0.5 0.2 0.075
```
Positions in Å, forces in eV/Å.

[2]
C14H38F3IN4O7PS | ωB97M-V/def2-TZVPD

Summary:
lowest unoccupied orbital energy	-4.8	eV
energy	-71797.232	eV
net charge	+1

```
69
Properties=species:S:1:pos:R:3:forces:R:3:lowdin_charge:R:1
H 4.2901 3.1216 -1.3522 0.0 0.0 0.0 0.070
H 0.3509 -0.2354 1.5077 0.2 0.0 0.1 0.095
H 0.5959 4.0245 1.2027 0.2 0.1 0.1 0.040
H 3.3981 5.7210 4.2319 0.0 0.0 -0.2 0.142
H 0.3073 4.2879 -1.7087 0.0 0.1 0.0 0.068
C 2.7707 4.8499 4.4196 -0.3 -0.3 0.3 -0.487
H 1.7348 5.3121 -1.9309 0.0 0.0 0.0 0.087
P 2.0233 -2.8419 0.0840 1.8 -0.9 0.8 0.857
C 0.7626 5.5410 -0.0039 0.5 -0.2 0.0 -0.479
H 0.9323 5.9095 4.0135 0.0 0.0 0.0 0.072
S -1.6247 -3.2787 -1.3060 -0.8 -0.4 -2.3 0.741
H -6.5881 -4.8569 -1.0083 0.0 0.0 0.0 0.080
C 3.8670 1.2092 -4.2073 -0.2 -0.1 -0.1 -0.057
H 4.3997 3.6751 5.2134 0.0 0.0 0.0 0.081
H -8.4877 -6.5685 -2.4458 0.0 0.0 -0.1 0.086
O -8.6095 -6.5183 -1.4930 -0.1 0.1 0.3 -0.048
O 2.7241 4.1196 3.1875 0.2 0.1 -0.2 -0.075
O -2.7082 -3.1044 -2.2025 -0.6 0.7 0.4 -0.214
I -1.0603 1.3805 -0.0477 0.2 0.1 0.2 1.119
H 5.1983 3.2377 -2.8675 0.0 0.0 0.0 0.086
H -7.5445 -6.8016 0.2017 -0.1 0.0 0.0 0.138
N 2.0182 -4.4081 -0.5486 -0.8 1.1 -0.1 -0.142
H 3.4708 4.5394 6.4478 0.0 0.0 0.0 0.084
O 2.6686 1.1428 -2.1070 -0.4 0.1 0.1 -0.091
H 1.6550 6.7172 1.5688 0.0 0.0 0.0 0.080
H 0.0944 6.3397 -0.3255 -0.1 -0.1 0.1 0.141
C -0.3440 -1.5148 0.1439 0.5 -0.4 0.5 -0.620
H 5.2781 1.7668 -1.8841 0.0 0.0 -0.1 0.085
N -1.0943 -1.6772 -0.9886 -0.6 -1.1 0.8 -0.002
H 3.0024 0.7992 -4.7303 0.0 0.1 0.0 0.079
C 1.3712 5.3018 4.8049 0.0 0.1 -0.2 -0.055
C 3.3996 3.9941 5.5070 0.2 0.0 -0.1 -0.061
H 1.6252 -5.0084 0.1717 0.3 -0.4 0.0 0.047
H 3.2394 0.4202 -1.8269 0.1 0.0 0.0 0.061
O -0.5645 -4.0934 -1.7799 0.8 0.1 0.9 -0.240
H 2.1766 3.3428 3.3314 0.0 -0.1 0.2 0.076
H -6.1419 -5.8892 -2.3602 0.0 -0.1 0.0 0.084
H 1.3832 5.8847 5.7258 0.0 0.0 0.0 0.085
H -7.7713 -8.9856 -0.9512 0.0 0.0 0.0 0.081
H -6.0565 -8.5877 -0.7581 0.0 0.0 0.0 0.078
H -6.8571 -8.3809 -2.3257 0.1 0.1 0.0 0.082
O 2.1299 -1.8742 -1.2018 -0.9 -0.3 0.1 -0.267
O 0.0103 4.7280 0.9065 -0.4 -0.1 -0.2 -0.102
N -0.2112 -0.3374 0.6805 -0.8 0.7 -0.4 -0.318
H 0.2868 -2.4751 1.6852 0.5 -0.2 0.2 0.103
H -1.9455 -1.1102 -0.9846 0.3 0.5 -0.5 0.078
H 2.8053 3.0909 5.6749 -0.1 0.1 0.0 0.080
F -2.7237 -3.0072 1.0884 0.0 0.1 -0.1 0.161
H -5.3456 -6.1037 -0.7923 0.0 -0.1 0.0 0.058
C 1.1821 4.7108 -1.2088 -0.2 -0.1 0.0 -0.070
H 2.5413 6.7736 0.0363 0.0 0.0 0.0 0.086
C -6.9867 -8.2889 -1.2441 -0.1 -0.1 0.1 -0.063
H 1.8161 3.8741 -0.8975 0.1 0.1 0.0 0.067
H 2.6211 5.3396 1.0746 0.0 0.0 0.0 0.065
C -2.3935 -3.9843 0.2475 0.3 -0.6 0.5 -0.665
C 3.4284 1.9904 -2.9793 0.5 -0.2 0.0 -0.497
H 4.4239 1.8401 -4.8996 0.0 0.0 0.0 0.085
H 4.5029 0.3678 -3.9186 0.1 0.1 0.0 0.083
C 4.6198 2.5675 -2.2319 -0.1 0.1 0.1 -0.054
F -1.5345 -4.8077 0.8330 -0.2 0.1 0.0 0.156
H 1.3703 -4.4676 -1.3363 0.3 -0.3 0.0 0.016
H 0.7164 4.4374 4.9512 0.0 0.0 0.1 0.082
N 0.2882 -2.6031 0.6803 -0.9 0.9 -0.6 -0.100
F -3.4614 -4.6567 -0.1198 0.2 0.3 0.0 0.184
C -6.2937 -5.8722 -1.2778 -0.1 0.2 0.1 -0.070
H 1.5154 -2.0823 -1.9218 0.2 0.1 -0.4 0.073
H 2.7591 2.7975 -3.2790 -0.1 -0.1 0.1 0.131
C -7.3745 -6.8652 -0.8735 0.2 -0.1 -0.5 -0.500
C 1.9678 6.1303 0.7052 0.0 0.2 0.0 -0.054
```
Positions in Å, forces in eV/Å.

[3]
C14H38O6 | ωB97M-V/def2-TZVPD

Summary:
SMILES	CC(C)O.CC(C)O.CC(C)O.CC(C)O.OCCO
lowest unoccupied orbital energy	0.4	eV
energy	-27416.068	eV
energy above the lowest of the compared OMol25 structures with the same formula, charge and spin	0.0000	eV

```
58
Properties=species:S:1:pos:R:3:forces:R:3:lowdin_charge:R:1
C 3.8310 24.9357 -3.9111 -0.6 -0.9 0.6 -0.503
H 2.4651 32.4012 -4.8913 -0.2 -0.3 -0.5 0.076
H 0.8081 34.5440 -0.0109 0.2 -0.4 0.2 0.127
H 2.9178 26.3235 -5.3724 0.1 -0.4 -0.2 0.088
H -2.1784 33.3952 -6.4215 -0.6 0.0 0.5 0.142
H -0.1056 35.2732 -2.1150 0.2 -0.6 -0.4 0.082
H 3.1740 34.9918 0.7709 -0.2 -0.4 0.1 0.064
O 3.3477 33.9893 -8.5349 2.2 -0.8 0.7 -0.083
H 2.7912 32.3049 -8.1847 -1.0 0.0 -0.1 0.054
C 1.9849 31.6655 -4.2461 -0.7 -0.4 0.3 -0.064
C 3.9535 30.1224 -3.8644 -0.8 -1.2 1.6 -0.060
C 1.4053 35.2833 -0.5446 0.6 -1.0 -2.6 -0.502
C 4.5548 32.0289 -7.6312 -1.8 0.3 -1.6 -0.172
H 3.8489 30.3234 -2.7982 0.8 0.8 0.3 0.078
C -1.5511 35.1563 -7.4046 -0.3 -1.0 -1.0 -0.068
H 3.2500 34.1946 -0.8298 0.5 0.2 0.1 0.066
C 4.5569 33.5419 -7.7664 -1.0 0.4 0.8 -0.185
H 1.3958 36.1406 -2.4868 -0.1 0.0 -0.2 0.077
H 4.5055 25.1697 -3.0874 -0.2 -0.4 0.4 0.137
H 0.2586 34.9051 -5.4660 -0.1 0.0 0.1 0.094
H 2.0394 32.1212 -3.2574 0.1 -0.4 0.3 0.065
H 0.0578 33.4750 -6.5068 1.1 -0.6 0.5 0.088
H 3.4987 36.0027 -0.5525 0.0 -0.2 -0.7 0.075
H 5.5151 24.1534 -4.9373 0.0 0.0 -0.5 0.081
C 2.5196 30.2508 -4.3328 1.5 0.0 -2.0 -0.460
O 2.6307 24.3800 -3.3293 0.3 0.6 0.2 -0.050
H -0.7748 35.9166 -7.4898 -0.2 0.3 0.8 0.085
H 2.0496 24.1276 -4.0505 -0.1 0.0 -0.1 0.083
C -0.3334 34.0065 -5.6393 1.5 -1.3 -0.5 -0.094
C 4.5018 23.8440 -4.6813 1.3 -1.2 0.1 -0.073
C 2.9542 35.0952 -0.2917 -1.6 0.2 0.1 -0.039
H 5.1606 31.7644 -6.7645 -0.5 -0.4 0.0 0.116
H 4.4792 33.8366 -6.7198 -0.3 0.9 -0.1 0.111
H 4.6477 22.9884 -4.0219 0.1 0.2 0.6 0.077
C 0.9823 35.2219 -2.0707 1.8 0.1 1.9 -0.037
O -2.2193 35.0881 -5.0673 -1.2 0.1 -0.9 -0.042
H 3.3155 34.9488 -8.5307 0.1 0.0 0.1 0.088
H 5.5198 33.8880 -8.1421 -0.3 0.2 -0.4 0.118
H 4.5620 26.7179 -4.8700 0.2 -0.3 -0.2 0.085
O 0.9578 36.5358 -0.2109 -0.2 1.4 1.7 -0.053
H -1.2588 34.4905 -8.2166 -0.1 -0.3 -0.1 0.078
O 3.1096 31.6446 -7.5648 2.8 0.0 0.4 -0.093
H 2.8626 30.3554 -6.3062 -0.1 0.4 -0.2 0.019
O 2.4560 29.7300 -5.7019 -0.7 -0.2 1.4 -0.072
H 3.2335 26.9725 -3.8271 -0.1 -0.2 0.3 0.070
H 4.0361 23.2860 -5.4937 -0.5 1.0 -0.6 0.080
H 1.8759 29.5899 -3.7523 0.1 0.0 0.0 0.135
H 4.2017 29.0629 -3.8015 0.3 -0.1 -0.6 0.051
H 1.5553 34.3939 -2.4880 -0.9 -0.3 -0.6 0.051
H 4.9804 31.6251 -8.5499 0.0 -0.6 0.1 0.114
C 3.6281 26.2569 -4.5484 -0.6 1.5 -0.6 -0.071
H 1.0067 36.5094 0.7475 -0.2 0.9 0.3 0.094
H 0.9301 31.4781 -4.4470 -0.1 1.0 -0.4 0.077
H -2.4667 35.8608 -5.5805 -0.6 0.5 0.8 0.069
H -2.5343 35.5109 -7.7138 0.0 0.4 0.1 0.082
H -0.4134 33.4030 -4.7352 0.4 -0.1 -0.1 0.081
C -1.6606 34.3098 -6.1326 0.2 2.0 -0.2 -0.513
H 4.7420 30.6714 -4.3792 -0.3 0.2 0.1 0.077
```
Positions in Å, forces in eV/Å.